# 1
30
Properties=species:S:1:pos:R:3:nbo_charge:R:1 method="wB97M-V/def2-TZVPD" orbital_gap_ev=8.767 e_lumo_ev=0.9 smiles=Cc1c[nH]c2ccccc12.CCC homo_ha=-0.2905
C 0.90945 1.87218 3.13441 -0.64
C 0.93929 -0.30184 0.17059 0.13
C 0.90805 1.02390 0.67316 -0.08
C 0.86247 0.82582 2.12532 -0.07
C 0.95084 -0.50743 2.38605 -0.05
C 1.01325 -0.43918 -1.23273 -0.22
C 0.86995 0.65189 -2.01571 -0.23
C 0.85344 1.95708 -1.44573 -0.22
C 0.86285 2.21116 -0.09790 -0.21
N 0.84053 -1.20722 1.19961 -0.54
H 1.12741 -1.42944 -1.70568 0.21
H 0.95297 0.64260 -3.09710 0.22
H 1.24805 -2.11697 1.05066 0.40
H 0.71070 2.73574 -2.18002 0.20
H 0.91826 -0.98687 3.34410 0.21
H 0.65131 3.12934 0.43099 0.22
H -0.16091 2.22598 3.23787 0.21
H 1.42534 2.77625 2.84204 0.23
H 0.96610 1.38182 4.07936 0.23
C -1.99507 -1.32823 -1.66705 -0.41
C -3.48092 -1.02736 -1.89245 -0.60
C -1.69635 -2.66194 -1.01915 -0.62
H -1.72026 -0.62229 -0.81109 0.21
H -1.53510 -1.20775 -2.64982 0.21
H -4.03566 -0.98739 -0.92671 0.20
H -3.67022 -0.03677 -2.32703 0.21
H -1.83343 -3.55447 -1.65952 0.20
H -4.02893 -1.84291 -2.44359 0.20
H -2.23598 -2.81974 -0.07705 0.21
H -0.72288 -2.80257 -0.56085 0.20



# 2
49
Properties=species:S:1:pos:R:3:lowdin_spin:R:1 method="wB97M-V/def2-TZVPD" orbital_gap_ev="8.261 / 8.186" s_squared=6.0124 e_lumo_ev="-6.2 / -6.3" spin_multiplicity=5 homo_ha="-0.5313 / -0.5326" charge=+2
Cr -0.05234 -0.74471 0.08801 3.81
N 0.77083 0.14006 3.95335 0.01
C -0.17098 1.14433 3.88433 0.00
C -0.66998 2.04811 4.81501 0.00
C -1.58410 2.97690 4.35558 0.00
C -1.98874 3.02033 3.01638 0.00
C -1.52022 2.11121 2.09276 0.00
C -0.61273 1.15620 2.54153 0.00
N 0.04370 0.16860 1.85067 0.00
C 0.87841 -0.40070 2.72020 0.02
C 1.79420 -1.36835 2.18066 0.01
C 2.78964 -2.10884 2.75735 0.00
S 3.67549 -2.96104 1.56895 0.01
C 2.65740 -2.29913 0.36651 0.02
N 1.71066 -1.50460 0.80507 0.01
H 1.30165 -0.11117 4.77527 0.00
H -0.34564 2.05631 5.84183 0.00
H -1.98679 3.70500 5.04198 0.00
H -2.67452 3.79093 2.70171 0.00
H -1.78766 2.15223 1.04727 0.00
H 3.02622 -2.19401 3.79887 0.00
H 2.81394 -2.51537 -0.67418 0.00
C -4.11590 -2.01558 0.93766 0.00
C -2.84920 -1.25810 1.30087 0.01
O -2.26564 -0.60415 0.16124 0.03
H -4.42112 -2.63000 1.77970 0.00
H -3.94811 -2.67588 0.09007 0.00
H -4.92829 -1.33406 0.70359 0.00
H -2.08585 -1.95819 1.66100 0.00
H -3.05227 -0.51008 2.07530 0.00
H -2.91856 0.01343 -0.20192 0.00
C 0.03652 0.52497 -3.93152 0.00
C -1.17455 -0.37096 -3.68855 0.00
C -1.18049 -1.56769 -4.63836 0.00
C -2.46697 0.42490 -3.84675 0.00
N -1.16128 -0.81498 -2.27038 0.02
N -0.04765 -1.62069 -1.85008 0.01
H -0.08696 1.04997 -4.87350 0.00
H 0.96546 -0.03607 -4.01241 0.00
H 0.13061 1.26009 -3.13381 0.00
H -1.31435 -1.23061 -5.66269 0.00
H -1.99946 -2.24606 -4.40230 0.00
H -0.24435 -2.11975 -4.59994 0.00
H -2.53878 0.82407 -4.85354 0.00
H -2.49278 1.25140 -3.14279 0.00
H -3.33718 -0.20816 -3.68576 0.00
H -2.02091 -1.34501 -2.10790 0.00
H 0.76571 -1.25504 -2.36206 0.01
H -0.14211 -2.60644 -2.14550 0.00



ΔE to the lowest compared entry with this formula, charge and spin list, top to bottom, in kJ/mol: 139.4; 47.0